{"formula": "C20H20Cl3N4ORuS", "method": "ωB97M-V/def2-TZVPD", "spin_multiplicity": 2, "s2": 0.768, "orbital_gap_ha": [0.2336, 0.2220], "e_lumo_ev": [-0.1, -0.1], "species": ["Ru", "C", "C", "N", "N", "C", "N", "S", "C", "C", "C", "C", "C", "N", "H", "H", "H", "H", "H", "H", "H", "H", "H", "Cl", "C", "C", "C", "Cl", "C", "O", "C", "Cl", "C", "H", "H", "C", "C", "C", "C", "C", "C", "H", "H", "H", "H", "H", "H", "H", "H", "H"], "xyz": [[0.272, -0.041, -0.321], [-1.054, -4.211, 0.055], [-0.611, -2.866, -0.435], [0.106, -2.071, 0.271], [0.596, -2.537, 1.441], [1.414, -1.688, 2.018], [1.952, -2.070, 3.203], [1.866, -0.136, 1.417], [-0.938, -2.385, -1.772], [-1.650, -3.152, -2.690], [-1.913, -2.647, -3.950], [-1.445, -1.387, -4.277], [-0.727, -0.697, -3.320], [-0.477, -1.179, -2.099], [-0.922, -4.253, 1.131], [-0.468, -5.019, -0.393], [-2.107, -4.380, -0.184], [1.935, -3.059, 3.397], [2.777, -1.570, 3.488], [-1.979, -4.143, -2.408], [-2.467, -3.232, -4.674], [-1.624, -0.954, -5.253], [-0.321, 0.282, -3.532], [-6.179, 1.908, -3.200], [-5.018, 1.321, -2.056], [-3.706, 1.749, -2.138], [-2.799, 1.280, -1.215], [-1.155, 1.848, -1.339], [-3.174, 0.384, -0.216], [-2.176, -0.052, 0.611], [-4.487, -0.064, -0.184], [-4.989, -1.301, 0.908], [-5.414, 0.418, -1.089], [-3.392, 2.444, -2.905], [-6.435, 0.067, -1.047], [-1.368, 0.184, 5.249], [-2.665, -0.272, 4.567], [-2.953, -1.741, 4.907], [-3.839, 0.612, 5.008], [-2.500, -0.142, 3.102], [-2.348, -0.117, 1.918], [-1.455, 0.074, 6.335], [-1.163, 1.232, 5.020], [-0.521, -0.411, 4.901], [-3.065, -1.863, 5.988], [-2.134, -2.377, 4.564], [-3.872, -2.074, 4.420], [-3.975, 0.542, 6.091], [-4.764, 0.297, 4.520], [-3.653, 1.656, 4.748]]}



{"formula": "C3H3NO", "method": "ωB97M-V/def2-TZVPD", "smiles": "CC(=O)C#N", "orbital_gap_ha": 0.2977, "e_lumo_ev": -2.4, "species": ["C", "C", "O", "C", "N", "H", "H", "H"], "xyz": [[0.211, -0.077, 0.156], [1.491, 0.138, -0.426], [2.305, 1.575, 0.074], [2.305, -0.380, -1.393], [3.092, -0.665, -2.204], [0.133, -1.007, 0.643], [-0.475, -0.184, -0.582], [-0.004, 0.700, 0.878]]}



{"formula": "C19H23NO2", "method": "ωB97M-V/def2-TZVPD", "smiles": "COc1ccc(CCCC(=O)NCCc2ccccc2)cc1", "orbital_gap_ha": 0.3326, "e_lumo_ev": 0.8, "species": ["C", "O", "C", "C", "C", "C", "C", "C", "C", "C", "O", "N", "C", "C", "C", "C", "C", "C", "C", "C", "C", "C", "H", "H", "H", "H", "H", "H", "H", "H", "H", "H", "H", "H", "H", "H", "H", "H", "H", "H", "H", "H", "H", "H", "H"], "xyz": [[-3.884, -1.133, 5.028], [-3.118, -1.652, 3.971], [-3.151, -1.009, 2.767], [-3.868, 0.151, 2.500], [-3.824, 0.712, 1.235], [-3.080, 0.143, 0.213], [-3.019, 0.785, -1.143], [-2.011, 1.942, -1.182], [-0.592, 1.477, -0.866], [-0.062, 0.531, -1.934], [-0.454, 0.521, -3.081], [0.889, -0.323, -1.480], [1.615, -1.199, -2.369], [2.904, -0.547, -2.901], [3.825, -0.190, -1.770], [3.770, 1.070, -1.185], [4.584, 1.386, -0.112], [5.464, 0.444, 0.393], [5.525, -0.814, -0.181], [4.709, -1.129, -1.253], [-2.365, -1.018, 0.491], [-2.396, -1.587, 1.747], [-3.559, -0.124, 5.305], [-4.951, -1.116, 4.782], [-3.721, -1.805, 5.869], [-4.465, 0.625, 3.263], [-4.390, 1.613, 1.042], [-2.731, 0.048, -1.893], [-4.004, 1.175, -1.409], [-2.021, 2.378, -2.182], [-2.306, 2.709, -0.462], [-0.561, 0.989, 0.110], [0.077, 2.342, -0.836], [1.273, -0.186, -0.558], [1.854, -2.121, -1.833], [0.951, -1.422, -3.207], [2.630, 0.348, -3.461], [3.391, -1.249, -3.579], [3.089, 1.810, -1.582], [4.534, 2.371, 0.330], [6.102, 0.691, 1.229], [6.212, -1.552, 0.207], [4.761, -2.112, -1.699], [-1.780, -1.482, -0.290], [-1.845, -2.489, 1.965]]}



{"formula": "C6H16O11Zr", "method": "ωB97M-V/def2-TZVPD", "total_charge": 2, "orbital_gap_ha": 0.1064, "e_lumo_ev": -8.9, "species": ["Zr", "C", "C", "C", "O", "C", "C", "C", "O", "O", "O", "H", "H", "O", "H", "H", "O", "H", "H", "O", "H", "H", "O", "H", "H", "O", "H", "H", "O", "H", "H", "O", "H", "H"], "xyz": [[6.118, 14.856, 5.821], [6.840, 19.434, 9.422], [5.597, 20.187, 9.680], [4.259, 19.446, 9.195], [3.186, 20.036, 9.376], [4.351, 18.054, 8.643], [5.529, 17.498, 8.402], [6.835, 18.173, 8.825], [7.991, 17.573, 8.632], [5.452, 16.531, 7.523], [5.543, 21.348, 10.086], [7.763, 19.980, 9.545], [3.513, 17.642, 8.102], [6.465, 12.759, 5.666], [6.563, 12.211, 6.445], [6.642, 12.170, 4.933], [4.545, 13.958, 7.029], [4.115, 13.105, 7.085], [4.147, 14.474, 7.731], [7.246, 14.453, 7.629], [6.920, 14.129, 8.468], [8.146, 14.724, 7.810], [5.488, 16.692, 4.781], [4.802, 16.900, 4.147], [5.977, 17.508, 4.883], [4.661, 14.077, 4.272], [4.405, 13.175, 4.078], [4.131, 14.609, 3.678], [7.335, 14.663, 3.998], [7.715, 14.035, 3.383], [7.771, 15.491, 3.796], [7.805, 16.366, 5.902], [8.128, 16.892, 5.170], [8.331, 16.648, 6.650]]}



{"formula": "C2H8OP2S", "method": "ωB97M-V/def2-TZVPD", "orbital_gap_ha": [0.2906, 0.2341], "e_lumo_ev": [0.5, -0.6], "species": ["C", "C", "O", "P", "P", "S", "H", "H", "H", "H", "H", "H", "H", "H"], "xyz": [[1.682, 0.299, 0.003], [0.694, 1.157, 0.713], [-2.579, -0.752, 0.730], [-0.802, -1.601, -1.396], [-2.645, -0.616, -0.932], [-0.163, 0.467, 2.058], [1.168, -0.753, -0.318], [2.572, 0.055, 0.608], [2.000, 0.875, -0.873], [0.311, 1.999, 0.369], [-1.972, -1.360, 1.134], [-0.871, -2.138, -2.608], [-0.902, -2.999, -0.761], [-0.984, 1.423, 2.630]]}



{"formula": "C3N2O", "method": "ωB97M-V/def2-TZVPD", "smiles": "N#CC(=O)C#N", "orbital_gap_ha": 0.3907, "e_lumo_ev": -2.0, "species": ["N", "C", "C", "O", "C", "N"], "xyz": [[1.854, 0.483, -0.454], [0.857, 0.084, -0.886], [-0.509, -0.294, -0.605], [-1.340, -0.715, -1.348], [-0.447, 0.078, 1.079], [-0.405, 0.370, 2.213]]}